(1)
Molecular formula: C31H34N12ORe
Method: DFT, ωB97M-V with the def2-TZVPD basis set

XYZ file:
```
79
Properties=species:S:1:pos:R:3:forces:R:3
Re -0.638 2.345 1.038 -0.09 -0.36 0.41
C -2.864 4.116 -0.109 0.06 0.12 0.13
C -1.930 5.031 0.654 0.05 -0.12 0.10
N -1.316 4.232 1.779 -0.06 0.04 -0.18
C -0.191 4.926 2.491 0.02 -0.03 0.01
C 0.584 3.897 3.276 -0.03 -0.01 -0.03
C 1.310 4.145 4.418 0.01 -0.01 0.01
C 2.046 3.101 4.978 0.00 -0.01 0.00
C 2.039 1.840 4.392 0.00 0.02 0.02
C 1.278 1.642 3.259 0.01 0.00 0.03
C 1.152 0.338 2.525 0.00 -0.07 -0.08
N 0.624 0.609 1.155 -0.01 0.28 0.04
C 1.257 1.620 0.377 0.04 0.06 -0.01
C -0.870 2.650 -0.784 0.06 0.76 -0.08
N -2.198 2.787 -0.337 -0.14 -0.13 -0.14
N 0.570 2.657 2.730 0.01 0.06 -0.03
H -3.154 4.556 -1.063 0.03 0.00 -0.01
H -3.770 3.910 0.463 -0.01 0.00 0.00
H -2.476 5.889 1.045 0.00 0.00 0.02
H -1.107 5.392 0.038 -0.01 -0.01 -0.01
H -2.049 4.056 2.471 -0.04 0.01 -0.03
H -0.574 5.728 3.121 0.00 -0.01 0.02
H 0.457 5.371 1.732 -0.01 0.01 0.00
H 1.319 5.131 4.862 0.00 0.00 0.00
H 2.632 3.276 5.872 0.00 0.00 0.00
H 2.619 1.027 4.811 0.00 0.00 0.00
H 0.453 -0.336 3.027 -0.02 0.01 0.02
H 2.102 -0.192 2.444 0.00 0.00 -0.06
H 0.383 -0.247 0.666 0.08 -0.13 0.05
H 1.367 1.381 -0.672 -0.02 -0.01 0.00
H 2.137 2.070 0.821 0.01 -0.01 0.00
H -1.341 -0.052 -7.721 -0.04 -0.12 -0.16
H -0.536 2.826 -1.800 0.15 -0.35 -0.02
H -2.864 2.123 -0.725 -0.01 -0.04 0.07
C -3.574 -1.998 2.659 -0.01 0.01 0.01
N -3.152 -0.578 2.751 -0.01 0.00 0.04
C -2.729 0.180 1.765 0.02 0.08 -0.01
N -2.057 1.229 2.265 -0.07 0.05 -0.03
C -2.141 1.036 3.626 0.04 -0.05 0.00
N -2.788 -0.048 3.938 0.00 -0.03 0.00
C -2.303 -2.815 2.647 0.02 -0.03 -0.02
C -1.943 -3.587 3.742 0.02 0.04 0.02
C -0.677 -4.160 3.803 0.02 -0.01 0.01
C 0.248 -3.918 2.801 -0.02 -0.06 -0.06
C -0.124 -3.174 1.679 0.03 -0.08 0.08
C -1.410 -2.661 1.590 -0.01 0.07 -0.01
C 0.915 -2.805 0.706 -0.02 0.03 -0.11
N 2.026 -2.228 1.016 -0.10 0.13 -0.02
N 2.721 -2.033 -0.165 -0.06 0.07 -0.03
C 1.983 -2.509 -1.112 0.06 0.04 0.03
O 0.795 -2.985 -0.637 0.04 -0.17 0.06
C 2.357 -2.601 -2.524 0.06 -0.06 0.02
C 3.689 -2.314 -2.834 0.02 -0.08 -0.02
C 4.149 -2.472 -4.128 -0.03 0.01 0.01
C 3.278 -2.892 -5.121 0.01 0.05 0.02
C 1.941 -3.142 -4.828 0.01 -0.05 -0.04
C 1.014 -3.508 -5.959 0.01 0.05 0.03
N 0.532 -2.273 -6.628 0.09 0.14 -0.10
C -0.693 -1.837 -6.818 0.14 -0.17 -0.15
N -0.584 -0.672 -7.467 -0.11 0.20 0.18
C 0.751 -0.434 -7.636 0.02 -0.08 -0.14
N 1.448 -1.407 -7.139 -0.10 -0.10 0.12
C 1.480 -3.020 -3.521 -0.05 0.06 0.00
H -4.167 -2.111 1.753 -0.01 0.05 0.00
H -4.199 -2.194 3.526 0.00 -0.05 -0.01
H -2.885 -0.045 0.723 -0.01 0.00 0.00
H -1.722 1.703 4.364 -0.01 0.00 0.00
H -2.637 -3.726 4.562 0.00 0.00 -0.01
H -0.402 -4.767 4.655 0.00 0.00 0.00
H 1.252 -4.315 2.871 0.00 0.00 0.00
H -1.700 -2.113 0.696 0.00 -0.01 0.01
H 4.364 -2.015 -2.045 0.00 0.00 0.00
H 5.188 -2.284 -4.361 0.00 0.00 0.00
H 3.640 -3.022 -6.133 0.00 0.00 0.00
H 0.136 -4.063 -5.634 -0.03 0.04 0.01
H 1.529 -4.085 -6.725 -0.01 -0.02 0.01
H -1.606 -2.343 -6.549 0.00 0.02 0.02
H 1.156 0.431 -8.135 0.00 -0.02 -0.01
H 0.453 -3.269 -3.276 0.00 -0.01 0.00
```
Positions in Å, forces in eV/Å.

Properties
multiplicity: 2
<S²>: 0.764
gap between HOMO and LUMO (alpha / beta): 5.9087 / 4.8454 eV
lowest unoccupied orbital energy (alpha / beta): -11.6 / -12.7 eV
total charge: +4

***

(2)
Molecular formula: C31H34NO
Method: DFT, ωB97M-V with the def2-TZVPD basis set

XYZ file:
```
67
Properties=species:S:1:pos:R:3:forces:R:3
C 2.823 1.060 -3.605 -0.19 -0.24 0.16
C 2.034 2.201 -4.230 0.17 0.27 0.08
C 0.583 2.361 -3.730 0.13 0.14 -0.47
C 0.209 1.681 -2.431 1.38 -0.66 0.72
N -1.088 1.875 -2.026 -0.69 0.30 0.46
C -2.017 2.557 -2.932 -0.43 -0.42 -0.29
C -3.368 2.850 -2.291 -0.06 -0.34 0.17
O -3.857 1.730 -1.548 0.66 0.33 0.45
C -2.990 1.458 -0.445 -0.15 0.22 -0.29
C -1.572 1.090 -0.897 -0.39 -0.20 -0.33
C 1.138 0.968 -1.706 -1.49 0.44 -0.73
C 2.570 0.978 -2.091 0.86 0.31 -0.34
H 2.540 0.118 -4.084 -0.04 -0.04 0.13
H 3.893 1.206 -3.800 -0.18 -0.05 0.03
H 2.567 3.141 -4.042 -0.04 -0.14 0.01
H 2.007 2.077 -5.319 0.08 0.09 0.19
H 0.395 3.442 -3.637 -0.06 -0.35 -0.02
H -0.075 2.006 -4.543 0.01 0.10 0.50
H -1.605 3.527 -3.242 -0.05 -0.36 0.02
H -2.192 1.947 -3.841 0.10 0.21 0.31
H -3.266 3.753 -1.654 -0.32 -0.41 -0.06
H -4.129 2.998 -3.070 0.38 0.29 0.24
H -2.931 2.333 0.238 -0.26 -0.32 -0.31
H -3.453 0.598 0.072 0.32 0.43 -0.04
H -1.574 0.011 -1.147 0.21 0.27 -0.08
H -0.902 1.228 -0.035 -0.02 -0.01 -0.17
H 0.874 0.430 -0.791 -0.08 0.37 -0.40
H 3.086 0.109 -1.677 0.01 0.10 -0.11
H 3.044 1.865 -1.640 0.13 -0.18 0.04
C -3.848 -3.763 0.001 0.36 0.27 0.20
C -2.819 -3.247 -0.801 0.16 0.11 0.22
C -1.773 -2.523 -0.230 -0.15 0.00 0.11
C -1.770 -2.227 1.157 -0.33 -0.57 0.00
C -0.704 -1.435 1.764 0.28 0.24 -0.34
C 0.550 -1.366 1.112 -0.17 0.18 0.01
C 1.566 -0.474 1.416 -0.11 -0.79 0.70
C 2.951 -0.701 1.082 0.59 -0.08 -0.42
C 3.974 -0.058 1.828 -0.41 -0.02 -0.32
C 5.314 -0.290 1.537 0.01 -0.22 0.00
C 5.671 -1.152 0.487 -0.34 0.16 0.17
C 4.675 -1.816 -0.241 -0.26 -0.09 0.17
C 3.331 -1.616 0.067 0.16 0.06 0.21
C -0.926 -0.782 3.057 -0.29 0.19 0.39
C 0.064 -0.778 4.067 -0.09 -0.03 -0.06
C -0.205 -0.242 5.327 -0.08 0.15 -0.17
C -1.423 0.408 5.573 0.06 -0.18 -0.26
C -2.406 0.442 4.575 0.20 -0.16 -0.21
C -2.182 -0.195 3.354 0.05 0.01 0.07
C -2.807 -2.782 1.954 0.14 0.17 -0.08
C -3.822 -3.543 1.384 0.08 0.04 -0.09
H -4.655 -4.344 -0.443 0.22 0.16 0.09
H -2.830 -3.406 -1.879 0.01 -0.03 0.29
H -0.955 -2.160 -0.862 -0.47 -0.07 0.17
H 0.725 -2.100 0.325 0.04 0.13 0.36
H 1.341 0.384 2.055 0.06 -0.24 -0.08
H 3.676 0.592 2.656 0.22 -0.10 -0.31
H 6.088 0.173 2.151 -0.24 -0.08 -0.27
H 6.724 -1.316 0.244 -0.37 0.06 0.12
H 4.943 -2.519 -1.032 -0.05 0.30 0.24
H 2.562 -2.162 -0.486 0.37 0.28 0.08
H 1.027 -1.256 3.867 -0.37 0.06 0.18
H 0.540 -0.329 6.119 -0.20 0.11 -0.27
H -1.615 0.872 6.545 0.09 -0.21 -0.37
H -3.357 0.950 4.742 0.30 -0.21 0.03
H -2.986 -0.249 2.613 0.37 0.23 0.23
H -2.793 -2.622 3.035 -0.01 -0.14 -0.42
H -4.592 -3.967 2.029 0.20 0.11 -0.24
```
Positions in Å, forces in eV/Å.

Properties
gap between HOMO and LUMO: 4.1210 eV
lowest unoccupied orbital energy: -5.4 eV
total charge: +1

***

(3)
Molecular formula: C31H34NO16
Method: DFT, ωB97M-V with the def2-TZVPD basis set

XYZ file:
```
82
Properties=species:S:1:pos:R:3:forces:R:3
C 7.739 0.416 -0.964 -0.02 -0.08 0.00
C 6.870 1.487 -0.289 -0.02 -0.08 -0.02
C 6.068 2.355 -1.266 -0.02 0.01 -0.12
N 4.589 2.094 -1.158 -0.01 -0.06 0.03
C 4.130 0.763 -1.737 0.05 -0.03 0.04
C 3.457 -0.055 -0.645 -0.07 -0.02 0.05
C 3.166 -1.487 -1.126 0.01 -0.03 -0.01
C 2.198 0.663 -0.149 -0.06 -0.08 0.17
H 8.681 0.279 -0.434 -0.07 -0.01 0.03
H 7.988 0.686 -1.992 0.03 0.02 0.06
H 7.241 -0.556 -0.987 -0.01 0.06 -0.06
H 6.173 1.011 0.407 0.11 0.07 0.06
H 7.489 2.143 0.324 -0.01 0.01 -0.08
H 6.325 2.145 -2.305 0.05 0.08 0.05
H 6.209 3.421 -1.088 -0.02 -0.06 0.05
H 4.077 2.858 -1.596 -0.01 0.00 -0.01
H 4.326 2.105 -0.167 0.01 0.05 0.00
H 3.441 0.972 -2.555 0.01 0.00 0.00
H 5.018 0.269 -2.133 -0.05 0.03 0.05
H 4.179 -0.103 0.181 -0.01 0.02 -0.05
H 3.459 -2.225 -0.378 -0.04 0.07 0.00
H 3.705 -1.728 -2.046 0.00 0.02 0.06
H 2.103 -1.620 -1.322 0.03 0.01 -0.04
H 1.352 0.464 -0.805 0.08 0.08 -0.11
H 1.923 0.315 0.845 -0.04 -0.08 -0.06
H 2.324 1.747 -0.058 -0.04 -0.03 0.02
C 2.493 2.052 4.330 -0.03 0.06 0.05
C 1.658 1.653 5.310 -0.01 -0.11 -0.01
C 1.270 0.191 5.512 0.00 0.07 0.03
O 0.511 -0.030 6.432 0.00 -0.03 -0.01
C 1.820 -0.808 4.620 -0.01 -0.01 -0.02
C 2.653 -0.400 3.655 0.04 0.09 0.01
C 3.026 1.059 3.450 -0.05 0.00 -0.06
O 3.763 1.297 2.497 0.15 -0.07 -0.11
O 3.221 -1.216 2.772 0.00 -0.04 0.00
O 1.099 2.464 6.173 0.01 0.09 0.01
H 2.764 3.087 4.184 0.00 0.00 0.02
H 1.544 -1.843 4.764 0.01 0.00 -0.01
H 3.800 -0.644 2.230 -0.02 0.01 0.02
H 0.548 1.909 6.766 0.00 -0.03 -0.01
C -2.415 -0.710 -1.388 0.26 0.00 0.08
C -3.691 -0.477 -1.032 -0.02 -0.04 0.10
C -4.165 -0.625 0.409 -0.03 0.01 -0.02
O -5.337 -0.372 0.607 -0.01 0.02 -0.04
C -3.228 -1.038 1.431 0.01 -0.01 0.05
C -1.960 -1.270 1.068 0.00 0.03 -0.06
C -1.490 -1.100 -0.363 0.05 -0.02 0.07
O -0.294 -1.301 -0.559 0.00 -0.02 -0.06
O -0.999 -1.642 1.904 -0.03 0.00 0.01
O -4.641 -0.103 -1.857 0.01 0.02 -0.09
H -2.010 -0.610 -2.385 -0.33 0.03 -0.10
H -3.584 -1.141 2.447 0.01 0.00 0.00
H -0.197 -1.752 1.355 0.00 0.01 -0.02
H -5.457 -0.012 -1.320 0.01 -0.01 0.02
C 2.024 0.449 -5.639 0.01 0.02 0.03
C 1.010 0.105 -4.834 -0.11 -0.02 -0.06
C -0.431 0.018 -5.323 0.04 -0.02 0.08
O -1.258 -0.308 -4.487 0.13 0.00 0.05
C -0.721 0.318 -6.698 -0.01 0.02 -0.06
C 0.294 0.665 -7.509 0.09 0.00 0.05
C 1.733 0.749 -7.025 -0.05 0.00 -0.04
O 2.565 1.070 -7.850 0.02 0.02 0.01
O 0.151 0.962 -8.783 -0.07 0.00 -0.06
O 1.159 -0.190 -3.548 -0.01 0.00 0.06
H 3.052 0.503 -5.311 -0.01 -0.03 0.01
H -1.744 0.256 -7.039 0.01 0.00 -0.01
H 1.043 1.168 -9.129 0.01 0.00 0.03
H 0.271 -0.443 -3.214 0.05 0.01 -0.02
C -7.930 -0.563 2.626 0.01 0.03 -0.02
C -9.073 -0.956 2.043 -0.08 -0.05 0.06
C -10.082 -1.863 2.734 0.02 0.04 -0.06
O -11.079 -2.130 2.088 0.00 -0.02 0.01
C -9.801 -2.337 4.067 -0.02 -0.03 0.02
C -8.653 -1.952 4.646 0.06 0.07 -0.05
C -7.649 -1.039 3.955 -0.01 -0.05 0.05
O -6.645 -0.776 4.597 0.02 0.00 -0.02
O -8.272 -2.316 5.858 -0.04 -0.03 0.04
O -9.447 -0.605 0.825 0.04 0.04 -0.03
H -7.208 0.071 2.136 0.00 -0.01 -0.02
H -10.517 -2.983 4.553 0.01 0.00 0.01
H -7.408 -1.878 6.006 0.00 0.00 -0.02
H -10.319 -1.034 0.685 0.00 -0.01 0.01
```
Positions in Å, forces in eV/Å.

Properties
gap between HOMO and LUMO: 6.9482 eV
lowest unoccupied orbital energy: -3.8 eV
total charge: +1

***

(4)
Molecular formula: C31H35CaN8O5S
Method: DFT, ωB97M-V with the def2-TZVPD basis set

XYZ file:
```
81
Properties=species:S:1:pos:R:3:forces:R:3
Ca 0.630 1.151 -1.782 0.26 0.28 -0.01
C -3.270 2.043 -0.671 0.10 0.02 0.04
N -2.681 2.469 0.587 -0.02 0.09 -0.03
C -3.597 2.766 1.686 -0.02 0.00 0.02
C -2.958 3.785 2.605 0.00 0.01 -0.02
C -1.637 3.240 3.099 0.01 -0.01 0.01
N -0.844 2.692 1.998 0.00 -0.03 -0.01
C 0.541 2.406 2.336 -0.02 0.03 0.01
C -1.363 2.325 0.813 0.05 -0.19 0.16
O -0.610 1.847 -0.089 0.14 0.08 -0.27
H -4.125 2.681 -0.885 -0.02 -0.04 0.01
H -3.596 1.003 -0.622 -0.03 -0.06 -0.02
H -2.553 2.159 -1.479 0.00 -0.01 0.01
H -3.840 1.843 2.222 0.02 -0.01 -0.01
H -4.518 3.152 1.253 0.01 0.02 -0.01
H -3.608 3.998 3.453 0.00 -0.01 0.00
H -2.803 4.718 2.060 0.00 0.00 0.00
H -1.794 2.454 3.844 -0.01 -0.01 -0.01
H -1.046 4.026 3.572 0.00 0.00 0.00
H 1.091 3.334 2.503 0.00 0.00 -0.01
H 1.016 1.847 1.539 0.00 0.00 0.01
H 0.578 1.812 3.250 -0.01 0.00 0.00
C -4.468 -7.945 4.143 0.00 0.00 -0.01
C -4.186 -6.506 3.809 0.00 0.00 0.00
C -4.508 -5.976 2.564 -0.01 0.01 0.00
C -4.273 -4.640 2.269 -0.02 0.01 0.00
C -3.676 -3.818 3.215 0.04 -0.03 0.03
N -3.420 -2.443 2.930 -0.03 0.08 -0.05
C -2.609 -1.935 1.962 0.01 -0.03 0.04
O -2.515 -0.733 1.753 -0.03 0.11 0.04
N -1.895 -2.883 1.255 -0.05 -0.06 -0.01
C -1.038 -2.658 0.185 0.06 -0.01 0.01
C -0.462 -3.754 -0.457 0.02 -0.01 0.02
C 0.425 -3.554 -1.495 0.01 0.00 0.00
C 0.720 -2.260 -1.887 -0.04 0.02 0.02
N 0.158 -1.204 -1.293 -0.04 0.08 -0.02
C -0.698 -1.390 -0.278 0.03 0.05 -0.04
C -3.342 -4.333 4.462 0.03 -0.02 0.00
C -3.607 -5.660 4.753 0.00 -0.01 0.02
H -4.801 -8.498 3.267 0.00 0.00 0.00
H -5.247 -8.018 4.904 0.00 0.00 0.00
H -3.579 -8.436 4.539 0.00 0.00 0.00
H -4.973 -6.610 1.819 0.00 0.00 0.00
H -4.571 -4.232 1.311 0.01 0.01 0.00
H -3.846 -1.737 3.509 -0.02 -0.01 -0.02
H -2.022 -3.845 1.534 -0.02 0.01 -0.01
H -0.702 -4.760 -0.130 0.00 0.00 0.00
H 0.891 -4.391 -1.994 0.00 0.00 0.00
H 1.427 -2.059 -2.682 0.00 0.00 0.00
H -1.113 -0.513 0.191 0.01 -0.04 -0.04
H -2.874 -3.692 5.198 0.00 0.00 0.00
H -3.349 -6.050 5.730 0.00 0.00 0.00
N 6.661 0.405 0.477 -0.02 -0.05 0.01
C 6.022 0.392 -0.477 0.00 0.10 -0.05
C 5.153 0.383 -1.622 -0.04 -0.08 0.09
C 5.626 0.346 -2.927 0.04 -0.01 -0.10
C 4.698 0.316 -3.958 0.08 0.08 0.02
C 3.357 0.402 -3.653 -0.01 0.02 0.02
N 2.891 0.479 -2.394 -0.10 -0.17 0.03
C 3.783 0.437 -1.404 0.07 0.06 -0.01
H 6.684 0.380 -3.145 -0.01 -0.01 0.05
H 5.031 0.311 -4.983 0.01 0.02 -0.04
H 2.619 0.439 -4.447 -0.01 0.00 -0.01
H 3.410 0.481 -0.385 -0.01 -0.01 0.00
N 0.474 3.497 -2.720 -0.24 -0.04 0.07
C 1.875 3.677 -3.045 -0.15 -0.11 0.05
C 2.300 3.717 -4.366 0.06 0.01 0.02
C 3.661 3.728 -4.638 -0.04 -0.13 0.03
C 4.587 3.651 -3.602 -0.03 -0.01 -0.01
C 4.152 3.657 -2.287 0.03 0.09 -0.02
C 2.792 3.685 -2.006 -0.04 -0.08 0.07
S 6.344 3.472 -3.972 -0.09 0.02 -0.42
O 6.345 2.451 -5.017 -0.08 -0.02 0.10
O 6.746 4.783 -4.415 0.04 0.00 0.14
O 6.893 3.005 -2.711 0.05 -0.07 0.18
H -0.130 3.812 -3.473 0.09 0.01 -0.04
H 0.232 4.052 -1.903 -0.03 0.04 -0.05
H 1.578 3.737 -5.175 -0.01 0.02 0.00
H 4.017 3.752 -5.660 0.01 -0.01 0.01
H 4.893 3.631 -1.499 -0.01 -0.01 0.01
H 2.446 3.703 -0.972 0.00 0.02 0.00
```
Positions in Å, forces in eV/Å.

Properties
gap between HOMO and LUMO: 6.8163 eV
lowest unoccupied orbital energy: -3.2 eV
total charge: +1